Entry 1:
This record from the Open Molecules 2025 dataset describes 2 unconnected molecules or ions with the total composition C2H8S3 at a distorted geometry. The level of theory is ωB97M-V/def2-TZVPD.

```
13
Properties=species:S:1:pos:R:3:lowdin_charge:R:1
S -1.642 -2.554 0.481 0.239
S 0.273 3.412 -0.492 0.667
S 0.517 -2.906 0.625 0.209
C -0.415 1.788 -1.262 -0.352
C 1.960 2.843 0.072 -0.433
H -1.531 1.710 -1.196 0.058
H 2.424 3.777 0.374 0.001
H -0.130 1.022 -0.655 -0.032
H 2.592 2.423 -0.778 0.054
H 0.782 -3.878 -0.278 -0.211
H -1.748 -3.798 0.939 -0.240
H 0.146 1.530 -2.083 -0.006
H 1.814 2.191 0.989 0.045
```

E_HOMO	-8.521	eV
multiplicity	1
energy above the lowest of the compared OMol25 structures with the same formula, charge and spin	30.56	kcal/mol
DFT total energy	-1275.498132	Eh
structure (SMILES)	CSC.SS

---

Entry 2:
This record from the Open Molecules 2025 dataset describes a molecular structure, C23H16AsI2N2O6S2W at a distorted geometry. The level of theory is ωB97M-V/def2-TZVPD.

```
53
Properties=species:S:1:pos:R:3:lowdin_charge:R:1
W 0.708 0.493 -0.832 1.535
I 3.459 1.027 -0.657 1.186
I 1.890 3.931 0.721 0.933
As -0.717 2.450 -2.227 1.098
S 2.479 -3.785 -0.355 1.243
S -0.005 -0.809 -3.197 0.631
O -0.955 1.597 -0.737 -0.487
O 1.352 -0.322 -2.777 -0.444
O -1.067 4.097 -2.019 -0.133
O -0.743 -0.573 -1.867 -0.400
O 0.957 2.127 -2.041 -0.596
O -0.068 -2.108 -3.732 -0.154
N -0.496 0.464 8.967 0.266
N 1.194 -1.572 -0.387 -0.176
C 0.195 0.494 3.678 -0.190
C -1.044 -0.085 -5.553 0.008
C -0.936 -4.516 1.657 -0.025
C 0.515 0.487 1.078 -0.223
C -0.666 1.561 5.666 0.037
C -2.195 1.963 -6.065 0.008
C 0.370 0.497 2.326 0.048
C -0.892 -2.216 0.869 -0.029
C -1.529 -3.254 1.520 -0.024
C -1.938 2.422 -4.768 -0.046
C -0.350 0.469 7.827 -0.118
C -0.489 1.575 4.310 0.053
C -0.164 0.478 6.413 -0.130
C 0.380 -2.458 0.342 -0.290
C 0.514 -0.597 5.807 0.036
C 0.952 -3.727 0.463 -0.419
C 3.354 3.188 -0.579 -1.010
C -1.742 0.724 -6.459 0.024
C 2.295 -2.185 -0.809 -0.473
C 0.310 -4.771 1.126 -0.036
C -0.781 0.357 -4.275 -0.252
C -1.243 1.636 -3.876 -0.235
C 0.694 -0.596 4.453 0.051
H 3.150 3.480 -1.601 -0.014
H 0.769 -5.747 1.208 0.132
H -1.936 0.365 -7.460 0.142
H 1.209 -1.409 3.959 0.137
H -1.391 -1.265 0.749 0.106
H -2.290 3.410 -4.496 0.118
H -1.470 -5.304 2.169 0.130
H 0.884 -1.408 6.420 0.146
H 4.345 3.473 -0.240 -0.007
H -2.522 -3.092 1.918 0.126
H -1.184 2.364 6.171 0.147
H -1.846 4.477 -2.457 0.104
H -0.719 -1.076 -5.846 0.138
H -2.746 2.590 -6.753 0.140
H 3.014 -1.712 -1.461 0.052
H -0.868 2.391 3.710 0.140
```

E_HOMO (spin up / spin down)	-17.131 / -17.131	eV
multiplicity	1
energy above the lowest of the compared OMol25 structures with the same formula, charge and spin	32.50	kcal/mol
DFT total energy	-5140.562832	Eh
net charge	+3